Here is C17H32AsN4NdO4PSTe as an isolated structure at a distorted geometry from OMol25. Energies are from ωB97M-V with the def2-TZVPD basis set.

Multiplicity: 4
Net charge: +1
Electronic energy: -4991.6672 Ha
HOMO energy (spin up / spin down): -0.3633 / -0.3633 Eh
Gap between HOMO and LUMO (spin up / spin down): 6.99 / 7.02 eV
Energy relative to the best compared isomer or geometry (same formula, charge and spin): 25.5 kJ/mol

Structure (XYZ):
```
62
Properties=species:S:1:pos:R:3:lowdin_charge:R:1
Nd 0.622 0.677 -0.785 1.56
C 4.104 -4.451 -2.360 -0.10
C 4.322 -3.375 -3.405 -0.24
N 4.281 -2.011 -2.857 -0.05
C 3.148 -1.355 -2.475 -0.85
S 3.214 0.381 -2.301 0.45
N 2.126 -2.161 -2.236 -0.04
N 0.937 -1.570 -2.003 -0.10
C -0.065 -2.151 -2.662 -0.26
C 0.065 -3.268 -3.649 -0.02
C -1.363 -1.569 -2.437 -0.24
C -2.533 -2.195 -2.944 0.01
C -3.755 -1.544 -2.758 -0.02
C -3.751 -0.200 -2.329 -0.04
C -2.559 0.441 -2.028 -0.15
N -1.427 -0.281 -1.968 -0.07
H 4.979 -5.133 -2.272 0.08
H 3.275 -5.130 -2.573 0.07
H 3.959 -4.018 -1.383 0.06
H 3.596 -3.402 -4.230 0.11
H 5.337 -3.452 -3.867 0.12
H 5.094 -1.412 -2.974 0.11
H 1.160 -3.364 -3.845 0.07
H -0.519 -3.035 -4.564 0.10
H -0.358 -4.212 -3.190 0.12
H -2.419 -3.144 -3.486 0.11
H -4.681 -2.034 -3.035 0.12
H -4.701 0.338 -2.377 0.12
H -2.456 1.510 -1.830 0.11
C 4.699 1.315 1.667 -0.19
As 2.899 1.181 2.325 1.12
C 2.130 2.771 3.107 -0.17
C 2.939 -0.337 3.449 -0.20
O 1.914 0.684 0.931 -0.77
H 5.454 1.121 2.436 0.05
H 4.876 2.308 1.223 0.06
H 4.734 0.588 0.868 0.03
H 2.827 3.603 2.916 0.05
H 2.046 2.648 4.173 0.04
H 1.137 2.922 2.635 0.04
H 3.961 -0.462 3.892 0.07
H 2.703 -1.203 2.793 0.06
H 2.154 -0.285 4.203 0.05
C -5.821 2.298 1.140 -0.06
C -4.694 1.255 1.315 -0.26
O -3.476 1.978 0.895 -0.29
P -1.965 1.539 1.240 0.12
O -1.088 1.967 0.102 -0.56
Te -1.633 -0.894 1.549 0.37
O -1.413 2.364 2.483 -0.32
C -2.256 2.663 3.673 -0.23
C -2.258 4.179 3.880 -0.06
H -6.767 1.955 1.532 0.08
H -5.910 2.552 0.073 0.08
H -5.554 3.231 1.623 0.07
H -4.830 0.371 0.653 0.11
H -4.661 0.904 2.357 0.10
H -1.833 2.051 4.493 0.13
H -3.269 2.300 3.487 0.09
H -1.194 4.478 3.974 0.08
H -2.840 4.432 4.785 0.09
H -2.644 4.647 2.954 0.09
```

Here is C17H32Cl2O2P2Ti as an isolated structure at a distorted geometry from OMol25. Energies are from ωB97M-V with the def2-TZVPD basis set.

Multiplicity: 3
Electronic energy: -3269.7873 Ha
HOMO energy (spin up / spin down): -0.2754 / -0.2756 Eh
Gap between HOMO and LUMO (spin up / spin down): 7.61 / 6.11 eV
Energy relative to the best compared isomer or geometry (same formula, charge and spin): 195.9 kJ/mol

Structure (XYZ):
```
56
Properties=species:S:1:pos:R:3:lowdin_charge:R:1
P 0.317 -3.434 -1.706 0.79
P -1.176 4.095 -1.239 0.87
C -1.438 1.657 -2.877 -0.21
C -0.771 2.990 -2.747 -0.53
H -1.319 1.098 -1.908 0.06
H -2.501 1.782 -3.206 0.06
H 0.341 2.897 -2.639 0.03
H -0.986 3.654 -3.611 0.07
C -2.901 4.313 -1.850 -0.32
H -3.546 4.579 -1.002 0.02
H -3.215 3.318 -2.205 0.02
H -3.012 5.045 -2.653 0.04
C 0.128 5.276 -1.833 -0.32
H -0.154 5.858 -2.718 0.04
H 1.027 4.671 -2.088 0.04
H 0.446 5.954 -1.027 0.02
C -1.267 -4.031 -2.416 -0.31
H -1.735 -4.560 -1.579 0.02
H -1.106 -4.681 -3.291 0.04
H -1.863 -3.146 -2.692 0.03
C 1.501 -4.710 -2.200 -0.33
H 2.507 -4.345 -1.924 0.04
H 1.441 -4.780 -3.288 0.03
H 1.306 -5.679 -1.729 0.03
Ti 0.337 0.486 -3.943 1.02
C 0.929 1.701 -5.480 -0.25
C -0.484 1.658 -5.534 -0.23
C -1.297 0.562 -6.195 -0.18
C -0.664 -0.871 -6.244 -0.18
C 0.073 -1.194 -4.980 -0.28
C 1.483 -1.004 -4.876 -0.22
C 2.326 -0.402 -5.970 -0.19
C 1.886 1.001 -6.447 -0.17
C -0.081 -3.684 0.043 -0.35
H 1.345 2.588 -4.979 0.13
H -1.137 2.544 -5.344 0.12
H -1.496 0.830 -7.251 0.12
H -2.307 0.407 -5.726 0.13
H -1.454 -1.622 -6.438 0.12
H -0.072 -0.945 -7.172 0.11
H -0.342 -1.950 -4.312 0.10
H 2.021 -1.679 -4.227 0.11
H 2.341 -1.046 -6.860 0.12
H 3.389 -0.398 -5.648 0.12
H 2.837 1.566 -6.594 0.12
H 1.464 0.922 -7.485 0.12
H 0.522 -2.949 0.626 -0.10
H 0.158 -4.711 0.327 0.04
H -1.137 -3.432 0.213 0.05
Cl 0.445 1.812 1.095 0.56
C 1.387 0.459 0.392 -0.97
Cl 0.869 -1.004 1.202 0.67
C 1.301 0.546 -1.200 -0.64
O 1.741 1.608 -1.751 -0.07
O 0.717 -0.386 -1.895 -0.19
H 2.429 0.578 0.719 0.06
```

Here is C17H32HoNO as an isolated structure at a distorted geometry from OMol25. Energies are from ωB97M-V with the def2-TZVPD basis set.

Multiplicity: 5
Net charge: +2
Electronic energy: -1744.5106 Ha
HOMO energy (spin up / spin down): -0.5486 / -0.5472 Eh
Gap between HOMO and LUMO (spin up / spin down): 7.70 / 7.79 eV

Structure (XYZ):
```
52
Properties=species:S:1:pos:R:3:lowdin_charge:R:1
C 2.319 3.580 0.026 -0.07
H 2.087 4.603 0.370 0.09
H 2.967 3.622 -0.854 0.09
H 2.914 3.142 0.814 0.07
C 1.011 2.789 -0.303 -0.33
H 1.343 1.895 -0.874 0.06
H 0.587 2.445 0.659 0.07
C -0.105 3.570 -1.037 -0.10
H -1.120 3.150 -0.843 0.06
H -0.146 4.612 -0.669 0.09
H 0.003 3.633 -2.136 0.09
C -1.187 -2.062 -0.807 -0.33
C -1.576 -1.161 -1.850 -0.33
C -0.396 -0.449 -2.279 -0.32
C 0.710 -0.888 -1.469 -0.32
C 0.220 -1.892 -0.564 -0.32
C 1.102 -2.814 0.197 -0.01
C 2.159 -0.606 -1.706 -0.01
C -0.255 0.496 -3.413 -0.01
C -2.970 -0.951 -2.322 -0.02
C -2.009 -3.153 -0.244 -0.01
Ho -0.880 0.208 -0.007 1.77
H 2.759 -0.851 -0.814 0.09
H 2.546 -1.223 -2.544 0.12
H 2.329 0.454 -1.963 0.08
H 2.082 -2.355 0.392 0.08
H 0.651 -3.103 1.156 0.08
H 1.297 -3.737 -0.385 0.12
H -3.060 -2.861 -0.173 0.09
H -1.964 -4.056 -0.867 0.12
H -1.648 -3.437 0.747 0.09
H -3.061 -0.035 -2.924 0.09
H -3.333 -1.777 -2.950 0.12
H -3.680 -0.882 -1.482 0.09
H 0.453 1.306 -3.180 0.08
H 0.139 -0.033 -4.296 0.12
H -1.217 0.947 -3.680 0.09
C 0.041 0.055 5.536 0.01
N 0.223 -0.307 4.130 -0.09
C 1.283 -1.237 3.744 0.02
C -0.592 0.101 3.181 -0.42
C -1.851 0.843 3.459 0.04
O -0.259 -0.203 1.968 -0.20
H 0.825 -0.421 6.127 0.10
H -0.932 -0.270 5.932 0.11
H 0.120 1.141 5.688 0.12
H 0.859 -2.185 3.378 0.11
H 1.910 -0.803 2.956 0.11
H 1.882 -1.431 4.634 0.10
H -1.749 1.925 3.246 0.12
H -2.666 0.409 2.847 0.11
H -2.151 0.755 4.514 0.10
```

Here is C17H32N4O5PReS2 as an isolated structure from OMol25. Energies are from ωB97M-V with the def2-TZVPD basis set.

Multiplicity: 2
Net charge: +1
Electronic energy: -2478.2040 Ha
HOMO energy (spin up / spin down): -0.3889 / -0.3961 Eh
Gap between HOMO and LUMO (spin up / spin down): 7.09 / 6.63 eV

Structure (XYZ):
```
62
Properties=species:S:1:pos:R:3:lowdin_charge:R:1
Re 0.061 1.155 0.906 1.42
C 1.300 3.000 6.188 -0.38
S 1.214 1.313 5.553 0.88
C 0.500 1.569 4.000 -1.09
S 0.000 0.145 3.131 0.70
N 0.320 2.759 3.517 -0.03
N -0.299 2.651 2.289 -0.23
C -1.133 3.561 1.932 -0.02
C -1.971 3.228 0.799 -0.23
C -2.980 4.053 0.318 0.01
C -3.838 3.567 -0.648 -0.02
C -3.677 2.262 -1.102 -0.02
C -2.638 1.505 -0.605 -0.08
N -1.784 1.974 0.311 -0.04
H 1.517 2.908 7.250 0.04
H 2.087 3.563 5.694 0.04
H 0.344 3.494 6.045 0.04
H -1.283 4.449 2.533 0.15
H -3.086 5.052 0.717 0.13
H -4.634 4.188 -1.035 0.12
H -4.342 1.837 -1.840 0.12
H -2.460 0.493 -0.930 0.08
N 2.193 0.766 1.256 -0.02
H 2.662 0.841 0.357 0.08
H 2.367 -0.160 1.638 0.04
H 2.603 1.450 1.885 0.08
C 3.482 -2.854 0.771 -0.02
C 2.358 -2.906 -0.247 -0.59
C 1.787 -4.307 -0.364 -0.01
C 2.806 -2.352 -1.589 -0.02
O 1.308 -2.039 0.343 -0.15
P 0.162 -1.249 -0.368 0.27
O 0.637 0.086 -0.938 -0.35
O -0.811 -0.782 0.729 -0.44
O -0.409 -2.265 -1.389 -0.14
C -1.439 -2.177 -2.447 -0.58
C -1.182 -3.403 -3.303 -0.02
C -2.794 -2.260 -1.766 -0.01
C -1.245 -0.906 -3.254 -0.02
H 4.279 -3.537 0.476 0.10
H 3.119 -3.150 1.755 0.10
H 3.907 -1.851 0.833 0.08
H 2.563 -4.986 -0.719 0.10
H 0.957 -4.333 -1.067 0.07
H 1.440 -4.657 0.608 0.10
H 3.644 -2.945 -1.955 0.10
H 3.136 -1.316 -1.496 0.09
H 2.009 -2.402 -2.330 0.08
H -1.239 -4.309 -2.699 0.09
H -0.198 -3.349 -3.771 0.09
H -1.934 -3.465 -4.089 0.10
H -2.909 -3.223 -1.269 0.10
H -3.585 -2.158 -2.509 0.10
H -2.914 -1.484 -1.011 0.07
H -0.234 -0.862 -3.660 0.10
H -1.406 -0.007 -2.662 0.06
H -1.950 -0.906 -4.086 0.10
C 0.719 2.950 -1.395 -0.16
O 0.811 2.666 -0.010 -0.42
H 1.122 2.138 -2.001 0.07
H 1.282 3.863 -1.585 0.09
H -0.323 3.117 -1.692 0.08
```

> Among the records above, which one has the lowest multiplicity?

C17H32N4O5PReS2

> Among the records above, which one has the highest multiplicity?

C17H32HoNO

Copy entry 2 word for word.
Here is C17H32Cl2O2P2Ti as an isolated structure at a distorted geometry from OMol25. Energies are from ωB97M-V with the def2-TZVPD basis set.

Multiplicity: 3
Electronic energy: -3269.7873 Ha
HOMO energy (spin up / spin down): -0.2754 / -0.2756 Eh
Gap between HOMO and LUMO (spin up / spin down): 7.61 / 6.11 eV
Energy relative to the best compared isomer or geometry (same formula, charge and spin): 195.9 kJ/mol

Structure (XYZ):
```
56
Properties=species:S:1:pos:R:3:lowdin_charge:R:1
P 0.317 -3.434 -1.706 0.79
P -1.176 4.095 -1.239 0.87
C -1.438 1.657 -2.877 -0.21
C -0.771 2.990 -2.747 -0.53
H -1.319 1.098 -1.908 0.06
H -2.501 1.782 -3.206 0.06
H 0.341 2.897 -2.639 0.03
H -0.986 3.654 -3.611 0.07
C -2.901 4.313 -1.850 -0.32
H -3.546 4.579 -1.002 0.02
H -3.215 3.318 -2.205 0.02
H -3.012 5.045 -2.653 0.04
C 0.128 5.276 -1.833 -0.32
H -0.154 5.858 -2.718 0.04
H 1.027 4.671 -2.088 0.04
H 0.446 5.954 -1.027 0.02
C -1.267 -4.031 -2.416 -0.31
H -1.735 -4.560 -1.579 0.02
H -1.106 -4.681 -3.291 0.04
H -1.863 -3.146 -2.692 0.03
C 1.501 -4.710 -2.200 -0.33
H 2.507 -4.345 -1.924 0.04
H 1.441 -4.780 -3.288 0.03
H 1.306 -5.679 -1.729 0.03
Ti 0.337 0.486 -3.943 1.02
C 0.929 1.701 -5.480 -0.25
C -0.484 1.658 -5.534 -0.23
C -1.297 0.562 -6.195 -0.18
C -0.664 -0.871 -6.244 -0.18
C 0.073 -1.194 -4.980 -0.28
C 1.483 -1.004 -4.876 -0.22
C 2.326 -0.402 -5.970 -0.19
C 1.886 1.001 -6.447 -0.17
C -0.081 -3.684 0.043 -0.35
H 1.345 2.588 -4.979 0.13
H -1.137 2.544 -5.344 0.12
H -1.496 0.830 -7.251 0.12
H -2.307 0.407 -5.726 0.13
H -1.454 -1.622 -6.438 0.12
H -0.072 -0.945 -7.172 0.11
H -0.342 -1.950 -4.312 0.10
H 2.021 -1.679 -4.227 0.11
H 2.341 -1.046 -6.860 0.12
H 3.389 -0.398 -5.648 0.12
H 2.837 1.566 -6.594 0.12
H 1.464 0.922 -7.485 0.12
H 0.522 -2.949 0.626 -0.10
H 0.158 -4.711 0.327 0.04
H -1.137 -3.432 0.213 0.05
Cl 0.445 1.812 1.095 0.56
C 1.387 0.459 0.392 -0.97
Cl 0.869 -1.004 1.202 0.67
C 1.301 0.546 -1.200 -0.64
O 1.741 1.608 -1.751 -0.07
O 0.717 -0.386 -1.895 -0.19
H 2.429 0.578 0.719 0.06
```

Repeat the fourth record exactly.
Here is C17H32N4O5PReS2 as an isolated structure from OMol25. Energies are from ωB97M-V with the def2-TZVPD basis set.

Multiplicity: 2
Net charge: +1
Electronic energy: -2478.2040 Ha
HOMO energy (spin up / spin down): -0.3889 / -0.3961 Eh
Gap between HOMO and LUMO (spin up / spin down): 7.09 / 6.63 eV

Structure (XYZ):
```
62
Properties=species:S:1:pos:R:3:lowdin_charge:R:1
Re 0.061 1.155 0.906 1.42
C 1.300 3.000 6.188 -0.38
S 1.214 1.313 5.553 0.88
C 0.500 1.569 4.000 -1.09
S 0.000 0.145 3.131 0.70
N 0.320 2.759 3.517 -0.03
N -0.299 2.651 2.289 -0.23
C -1.133 3.561 1.932 -0.02
C -1.971 3.228 0.799 -0.23
C -2.980 4.053 0.318 0.01
C -3.838 3.567 -0.648 -0.02
C -3.677 2.262 -1.102 -0.02
C -2.638 1.505 -0.605 -0.08
N -1.784 1.974 0.311 -0.04
H 1.517 2.908 7.250 0.04
H 2.087 3.563 5.694 0.04
H 0.344 3.494 6.045 0.04
H -1.283 4.449 2.533 0.15
H -3.086 5.052 0.717 0.13
H -4.634 4.188 -1.035 0.12
H -4.342 1.837 -1.840 0.12
H -2.460 0.493 -0.930 0.08
N 2.193 0.766 1.256 -0.02
H 2.662 0.841 0.357 0.08
H 2.367 -0.160 1.638 0.04
H 2.603 1.450 1.885 0.08
C 3.482 -2.854 0.771 -0.02
C 2.358 -2.906 -0.247 -0.59
C 1.787 -4.307 -0.364 -0.01
C 2.806 -2.352 -1.589 -0.02
O 1.308 -2.039 0.343 -0.15
P 0.162 -1.249 -0.368 0.27
O 0.637 0.086 -0.938 -0.35
O -0.811 -0.782 0.729 -0.44
O -0.409 -2.265 -1.389 -0.14
C -1.439 -2.177 -2.447 -0.58
C -1.182 -3.403 -3.303 -0.02
C -2.794 -2.260 -1.766 -0.01
C -1.245 -0.906 -3.254 -0.02
H 4.279 -3.537 0.476 0.10
H 3.119 -3.150 1.755 0.10
H 3.907 -1.851 0.833 0.08
H 2.563 -4.986 -0.719 0.10
H 0.957 -4.333 -1.067 0.07
H 1.440 -4.657 0.608 0.10
H 3.644 -2.945 -1.955 0.10
H 3.136 -1.316 -1.496 0.09
H 2.009 -2.402 -2.330 0.08
H -1.239 -4.309 -2.699 0.09
H -0.198 -3.349 -3.771 0.09
H -1.934 -3.465 -4.089 0.10
H -2.909 -3.223 -1.269 0.10
H -3.585 -2.158 -2.509 0.10
H -2.914 -1.484 -1.011 0.07
H -0.234 -0.862 -3.660 0.10
H -1.406 -0.007 -2.662 0.06
H -1.950 -0.906 -4.086 0.10
C 0.719 2.950 -1.395 -0.16
O 0.811 2.666 -0.010 -0.42
H 1.122 2.138 -2.001 0.07
H 1.282 3.863 -1.585 0.09
H -0.323 3.117 -1.692 0.08
```